(1)
2 unconnected molecules or ions with the total composition C3H3O2P. Source: the OMol25 dataset; level of theory: ωB97M-V with the def2-TZVPD basis set.

Positions of all 9 atoms, in Å:
C -1.30488 1.26529 1.00655
C -2.01894 0.37278 0.50522
P -3.07125 -0.94094 -0.06899
O -2.46958 -1.49450 -1.25766
H -0.90820 2.17326 1.20909
C 1.20635 -1.56847 0.17821
O 0.60945 -1.40709 1.18014
H 1.95293 -2.38285 0.13991
H 1.22012 -0.97804 -0.78286

As for the SMILES: C#CP=O.C=O. Its orbital gap is 8.908 eV. For the molecular weight, the calculation gives 102.0 g mol⁻¹. As for the energy above the lowest of the compared OMol25 structures with the same formula, charge and spin: 285.2 kJ/mol.

---

(2)
8 unconnected molecules or ions with the total composition C24H30Cl28N2S. Source: the OMol25 dataset; level of theory: ωB97M-V with the def2-TZVPD basis set.

Positions of all 85 atoms, in Å:
C -1.97852 -1.06355 -1.69055
C -1.53595 -0.37039 -2.98203
C -0.04840 0.03860 -3.05253
C 0.67225 0.13646 -1.70765
C 2.15101 0.48435 -1.91015
C 2.94475 0.67810 -0.62007
C 2.92298 -0.52082 0.33540
C 3.66890 -0.25724 1.65714
C 2.81311 0.12907 2.86711
C 1.96564 1.40029 2.72543
C 0.61318 1.26397 2.00476
C 0.00297 2.60432 1.95228
N -0.45853 3.65454 1.89903
C -0.44269 0.34754 2.69214
C -0.20828 -1.06733 2.37435
N 0.12960 -2.14637 2.16806
C -0.59670 0.59834 4.20535
C -2.05445 0.76938 4.63958
C -2.98928 -0.38518 4.22287
S -4.47738 0.14456 3.31164
H -1.52308 -2.05003 -1.59724
H -3.05773 -1.22184 -1.73728
H -1.77902 -0.45832 -0.80629
H -1.72920 -1.07010 -3.79983
H -2.18875 0.48190 -3.17766
H 0.01112 1.03177 -3.50740
H 0.51609 -0.63332 -3.70301
H 0.22335 0.95505 -1.13413
H 0.60279 -0.80746 -1.16553
H 2.18681 1.41619 -2.48222
H 2.63559 -0.27023 -2.53849
H 2.63181 1.60072 -0.11833
H 3.99452 0.84301 -0.88828
H 3.42669 -1.34043 -0.18496
H 1.90408 -0.85827 0.52167
H 4.18137 -1.18206 1.93260
H 4.44128 0.49519 1.47295
H 3.51161 0.32073 3.68767
H 2.22091 -0.72700 3.19116
H 2.56032 2.12173 2.15657
H 1.81261 1.85300 3.70372
H 0.72878 0.95055 0.96911
H -1.40619 0.59143 2.23038
H -0.13315 -0.18133 4.81063
H -0.08652 1.53128 4.45206
H -2.45249 1.71186 4.26127
H -2.07117 0.82899 5.73014
H -2.49261 -1.12685 3.59852
H -3.33805 -0.92369 5.10173
H -4.03536 -0.09989 2.07104
Cl -3.35928 -5.99856 -1.19667
C -4.97124 -5.49737 -0.67470
Cl -5.75422 -4.58541 -1.96718
Cl -5.93465 -6.92749 -0.29403
Cl -4.83305 -4.47559 0.76040
Cl 4.53797 4.44639 -5.40673
C 4.08856 2.73963 -5.35711
Cl 2.32722 2.59311 -5.34898
Cl 4.73982 1.91538 -6.77685
Cl 4.74473 1.99944 -3.89321
Cl 0.91422 5.66685 4.49914
C -0.66980 5.78378 5.27204
Cl -1.66394 6.95559 4.41145
Cl -1.45298 4.19992 5.23819
Cl -0.46385 6.29688 6.95139
Cl -5.74043 -7.24627 -4.73989
C -4.10903 -6.87979 -5.30639
Cl -3.87528 -5.12948 -5.35295
Cl -2.93154 -7.59834 -4.20555
Cl -3.88735 -7.54727 -6.92788
Cl 4.95393 1.57365 6.06470
C 3.36937 1.79951 6.81202
Cl 2.49148 3.07158 5.95776
Cl 2.45228 0.28930 6.70951
Cl 3.57137 2.25370 8.50396
Cl 5.49166 0.05569 -9.25459
C 6.45802 0.72016 -10.57821
Cl 8.14264 0.84724 -10.06634
Cl 6.34380 -0.34562 -11.98033
Cl 5.84606 2.32171 -10.99887
Cl -6.85942 0.95989 0.95888
C -7.10043 -0.58923 0.14983
Cl -5.53312 -1.24794 -0.32706
Cl -7.88607 -1.71891 1.25841
Cl -8.11037 -0.36417 -1.28075

As for the SMILES: CCCCCCCCCC[C@H](C#N)[C@@H](C#N)CCCS.ClC(Cl)(Cl)Cl.ClC(Cl)(Cl)Cl.ClC(Cl)(Cl)Cl.ClC(Cl)(Cl)Cl.ClC(Cl)(Cl)Cl.ClC(Cl)(Cl)Cl.ClC(Cl)(Cl)Cl. Its orbital gap is 9.364 eV. For the molecular weight, the calculation gives 1371.3 g mol⁻¹.

---

(3)
A single C3H2S molecule. Source: the OMol25 dataset; level of theory: ωB97M-V with the def2-TZVPD basis set.

Positions of all 6 atoms, in Å:
C -1.68943 -0.23530 -0.01225
C -0.32897 -0.32907 -0.15108
C 1.02527 0.12885 -0.15669
S 2.63058 -0.32352 -0.02109
H -2.81609 -0.54040 0.20253
H 1.17863 1.29944 0.13858

As for the SMILES: C#CC=S. Its orbital gap is 7.260 eV. For the molecular weight, the calculation gives 70.1 g mol⁻¹. As for the energy above the lowest of the compared OMol25 structures with the same formula, charge and spin: 223.6 kJ/mol.

---

(4)
A molecular structure, C41H44ClN3OP2Tl. Source: the OMol25 dataset; level of theory: ωB97M-V with the def2-TZVPD basis set.

Positions of all 93 atoms, in Å:
Tl 0.48348 1.01067 -1.69938
C 2.54611 3.30404 2.48888
P 1.78298 2.40239 1.02319
C 0.88493 3.72660 0.18977
C -0.10846 4.40391 0.97406
C -0.90945 5.41841 0.42214
C -0.83117 5.67123 -0.96542
C 0.12969 4.99485 -1.74381
C 1.03309 4.10791 -1.17496
C 3.21308 2.08891 -0.05147
C 3.97919 3.15102 -0.52499
C 5.06097 2.93366 -1.40353
C 5.32803 1.63878 -1.86435
C 4.51256 0.56058 -1.44545
C 3.49733 0.76245 -0.51118
P 3.92203 2.37215 3.35067
C 2.87651 1.41652 4.51607
C 2.88699 1.54661 5.93589
C 2.18524 0.65115 6.74891
C 1.39506 -0.34868 6.18050
C 1.38710 -0.50320 4.79244
C 2.11131 0.37000 3.97587
C 4.51801 3.68902 4.46656
C 5.92240 3.70330 4.66851
C 6.56347 4.69481 5.39311
C 5.79985 5.72169 5.98616
C 4.42412 5.78626 5.73265
C 3.77065 4.75482 5.01116
H 1.71943 3.40006 3.20985
H 2.88018 4.31158 2.18043
H -0.23401 4.12083 2.02189
H -1.62339 5.95642 1.06050
H -1.50520 6.37466 -1.47030
H 0.14371 5.16228 -2.82901
H 1.86958 3.73876 -1.77255
H 3.73682 4.18000 -0.21622
H 5.67572 3.78844 -1.73304
H 6.16172 1.44666 -2.56526
H 4.69388 -0.44212 -1.86794
H 2.92378 -0.08356 -0.13713
H 3.46874 2.34163 6.42297
H 2.26865 0.72627 7.82831
H 0.75818 -0.98286 6.80852
H 0.83053 -1.31986 4.33031
H 2.08204 0.21209 2.88793
H 6.52491 2.87592 4.27921
H 7.66090 4.68957 5.52766
H 6.27193 6.47169 6.63224
H 3.83006 6.62110 6.11387
H 2.66774 4.71039 5.02976
C -2.48932 -6.23387 -0.43845
C -3.62394 -5.61066 -1.27988
C -4.72009 -6.72577 -1.38850
C -4.28052 -4.58087 -0.33902
C -3.16017 -5.06153 -2.71055
O -2.79512 -6.20861 -3.57317
C -4.26539 -4.29372 -3.48127
C -4.58750 -2.80436 -3.14820
C -4.14176 -1.73231 -4.13195
C -3.38171 -1.96692 -5.27202
C -3.06425 -0.95120 -6.15952
C -3.51558 0.35514 -5.92811
Cl -3.20812 1.61043 -7.01679
C -4.23042 0.63169 -4.76615
C -4.51530 -0.39430 -3.87714
C -1.75224 -4.29790 -2.62134
N -1.53888 -3.06755 -1.80548
C -1.35348 -1.78119 -2.15394
N -0.97128 -1.06611 -1.09044
C -0.87930 -1.99877 -0.10725
N -1.20523 -3.21926 -0.45033
H -2.92917 -6.63758 0.49037
H -1.74129 -5.47494 -0.16240
H -1.96027 -7.01760 -0.98439
H -5.02720 -7.03235 -0.37260
H -4.36302 -7.62372 -1.89580
H -5.61496 -6.36847 -1.91317
H -4.55097 -5.06935 0.61057
H -5.20588 -4.16753 -0.75391
H -3.60192 -3.75261 -0.08639
H -3.60732 -6.54941 -3.99633
H -5.19142 -4.85992 -3.31317
H -4.00839 -4.37796 -4.54988
H -4.22106 -2.47735 -2.16014
H -5.67599 -2.73761 -3.08373
H -3.01401 -2.98579 -5.47114
H -2.47719 -1.16337 -7.06260
H -4.60019 1.65046 -4.57651
H -5.03716 -0.17122 -2.93387
H -1.59324 -3.97571 -3.66633
H -0.98612 -5.02322 -2.33071
H -1.55366 -1.37256 -3.15585
H -0.53096 -1.74438 0.89349

Its orbital gap (spin up / spin down) is 3.622 / 4.518 eV. Its net charge is +3. For the molecular weight, the calculation gives 896.6 g mol⁻¹.

---

(5)
3 unconnected molecules or ions with the total composition C4H15ClFNO4PS. Source: the OMol25 dataset; level of theory: ωB97M-V with the def2-TZVPD basis set.

Positions of all 28 atoms, in Å:
N 1.84104 0.46863 0.25144
P 0.64076 -0.63675 0.27215
Cl 0.90988 -1.96607 -1.09761
S -1.33507 0.23952 0.03915
O -2.15565 -0.76458 -0.51140
O -1.57796 0.88727 1.27037
F -1.01475 1.32714 -1.02980
H 1.91169 1.03011 1.10123
H 1.83136 1.08159 -0.56283
H 0.60453 -1.25234 1.52602
C 4.65588 -0.75260 3.19333
C 4.34574 -2.13557 2.66303
O 2.96690 -2.27165 2.28052
H 4.02175 -0.51838 4.04854
H 5.69718 -0.68145 3.50503
H 4.48897 0.00563 2.42119
H 4.49786 -2.89184 3.42915
H 4.98652 -2.38248 1.81317
H 2.77971 -1.62641 1.59618
C -4.40972 0.52399 -3.08444
C -4.43146 2.03713 -3.20242
O -5.04205 2.66437 -2.08137
H -5.42146 0.14039 -2.95751
H -3.97244 0.06826 -3.97396
H -3.82602 0.20773 -2.21560
H -5.02305 2.34498 -4.06233
H -3.41496 2.42526 -3.34509
H -4.55516 2.42813 -1.28612

Its orbital gap is 7.727 eV. Its net charge is +1. For the molecular weight, the calculation gives 258.7 g mol⁻¹.

---

(6)
A single C7H10N2S molecule. Source: the OMol25 dataset; level of theory: ωB97M-V with the def2-TZVPD basis set.

Positions of all 20 atoms, in Å:
C -3.48527 1.32246 1.35608
C -1.61401 0.20750 0.94885
C -1.66894 1.54233 0.27635
C -0.52953 -0.69308 1.11958
C 0.65356 0.47651 -0.84446
C 0.95360 -0.49135 -1.93824
C 1.79400 0.90998 -0.01298
N -2.83254 2.13309 0.60516
N -2.88845 0.12356 1.60315
S -0.66717 1.67927 -1.10522
H -4.59107 1.41244 1.53960
H 0.45128 -0.41229 1.34044
H -0.62990 -1.77320 1.06619
H 0.13450 -1.20763 -2.17954
H 1.73048 -1.21411 -1.44144
H 1.43190 -0.10195 -2.83240
H 2.35597 1.85984 -0.37875
H 2.57373 0.09474 0.19885
H 1.31149 1.31179 0.83560
H -3.22962 -0.53357 2.20966

Its orbital gap (spin up / spin down) is 7.245 / 7.079 eV. For the molecular weight, the calculation gives 154.2 g mol⁻¹. As for the energy above the lowest of the compared OMol25 structures with the same formula, charge and spin: 324.4 kJ/mol.

---

(7)
A gas-phase ion, C17H15F4 (charge +1). Source: the OMol25 dataset; level of theory: ωB97M-V with the def2-TZVPD basis set.

Positions of all 36 atoms, in Å:
C -2.34251 0.76503 -2.16421
C -0.97868 1.32509 -1.96246
C 0.05309 0.53540 -1.45830
C 1.42682 0.95263 -2.00484
H -3.08962 1.57598 -2.19376
H -2.44522 0.18643 -3.10664
H -2.52730 0.06910 -1.32404
H -0.78136 2.37255 -2.33720
H -0.15085 -0.54481 -1.26857
H 2.17516 0.14919 -2.00208
H 1.30784 1.30859 -3.07535
H 1.74707 1.82018 -1.38941
F -3.51268 -2.38733 1.06015
C -2.91258 -1.17060 1.31163
C -3.69909 -0.07818 1.64295
C -3.05249 1.15290 1.76297
F -3.83892 2.25759 1.98771
C -1.70433 1.30794 1.50082
C -0.94838 0.21852 1.00173
C 0.36991 0.48721 0.35778
C 1.55372 -0.32873 0.74581
C 2.79256 0.33310 0.92998
C 3.97044 -0.37551 0.82956
F 5.17341 0.28224 0.75729
C 3.99013 -1.75930 0.63817
C 2.77202 -2.41996 0.71579
F 2.72035 -3.77452 0.45124
C 1.55548 -1.74633 0.86998
C -1.54750 -1.06071 1.01555
H -4.78065 -0.18171 1.73965
H -1.26948 2.31545 1.53975
H 0.61037 1.53847 0.48952
H 2.84323 1.42475 1.00832
H 4.90490 -2.30569 0.40905
H 0.63364 -2.32020 0.91272
H -1.01853 -1.92475 0.60876

Its orbital gap is 6.525 eV. Its net charge is +1. For the molecular weight, the calculation gives 295.3 g mol⁻¹. As for the energy above the lowest of the compared OMol25 structures with the same formula, charge and spin: 157.7 kJ/mol.

---

(8)
4 unconnected molecules or ions with the total composition C33H73NO6P2. Source: the OMol25 dataset; level of theory: ωB97M-V with the def2-TZVPD basis set.

Positions of all 115 atoms, in Å:
C -6.17740 4.75581 -5.69271
C -6.47111 5.71422 -4.52753
C -5.47343 6.89317 -4.67413
C -4.94802 7.51520 -3.41644
P -5.64671 9.11771 -2.89109
C -7.42887 8.54639 -2.62210
C -8.60456 9.55626 -2.61928
C -9.95312 8.90188 -2.48929
C -11.11114 9.79941 -2.47368
C -5.48037 10.39006 -4.11117
C -5.67214 11.76813 -3.58676
C -6.53200 12.78908 -4.39362
C -6.07797 14.22889 -4.42347
C -4.83784 9.46486 -1.25398
C -5.24012 10.80063 -0.48229
C -4.74466 10.81462 0.99595
C -5.47256 9.84027 1.83976
H -7.08782 4.21003 -5.94037
H -5.43739 3.97088 -5.53657
H -5.67588 5.29386 -6.49712
H -6.28723 5.26787 -3.55025
H -7.49646 6.07542 -4.60678
H -6.04033 7.60901 -5.26935
H -4.60906 6.66333 -5.29713
H -3.86005 7.58160 -3.41926
H -5.08867 6.87252 -2.54737
H -7.41511 8.17961 -1.59576
H -7.62228 7.67377 -3.24597
H -8.49969 10.04412 -3.58833
H -8.50050 10.33929 -1.86819
H -9.97279 8.26956 -1.60166
H -9.91544 8.13098 -3.25896
H -11.23388 10.23190 -1.48071
H -12.02782 9.22043 -2.58591
H -11.07012 10.61286 -3.19804
H -6.23475 10.16598 -4.86535
H -4.55087 10.23082 -4.65777
H -4.71548 12.28973 -3.55761
H -6.14232 11.90672 -2.61320
H -7.56923 12.80484 -4.05895
H -6.62319 12.34182 -5.38344
H -5.77895 14.49474 -3.40957
H -6.85698 14.95964 -4.64084
H -5.22364 14.27641 -5.09872
H -3.77184 9.37951 -1.46486
H -5.02291 8.52128 -0.74066
H -6.29925 11.05559 -0.51918
H -4.72347 11.56609 -1.06128
H -4.76435 11.80744 1.44543
H -3.71165 10.46684 0.99008
H -5.37497 8.81278 1.48927
H -6.54324 9.95240 1.66894
H -5.10209 9.87162 2.86439
C -11.48970 5.88087 -2.31876
C -12.39006 4.66072 -2.43714
C -11.87232 3.56622 -1.44612
C -12.16338 4.03033 0.00014
P -12.07178 2.66866 1.25396
C -10.50971 1.78482 1.40806
C -10.40970 0.64990 2.56037
C -8.92166 0.31203 2.82267
C -7.90448 1.37760 2.96700
C -12.07490 3.48491 2.90402
C -10.92312 4.23687 3.39107
C -10.98811 4.58946 4.92367
C -12.18789 5.42753 5.28593
C -13.34954 1.36378 1.10173
C -13.02934 0.15776 0.14754
C -14.15722 -0.80112 -0.30771
C -15.32430 -0.03597 -0.87460
H -11.43426 6.37140 -1.34696
H -11.93009 6.66258 -2.93770
H -10.44681 5.81905 -2.62967
H -12.43772 4.23465 -3.43929
H -13.43519 4.96281 -2.36965
H -10.82623 3.27974 -1.55438
H -12.54861 2.72082 -1.57272
H -13.18058 4.42036 -0.03549
H -11.42051 4.76026 0.32177
H -9.75219 2.56856 1.40414
H -10.21199 1.30331 0.47660
H -10.87470 -0.27423 2.21706
H -10.97706 0.87760 3.46279
H -8.56860 -0.40397 2.08052
H -8.94918 -0.29368 3.72847
H -8.22523 2.09749 3.71999
H -7.95288 1.77478 1.95309
H -6.99444 0.85952 3.26950
H -12.33730 2.80010 3.71043
H -13.00721 4.04604 2.96744
H -10.78973 5.19233 2.88371
H -9.98403 3.74325 3.14098
H -10.08097 5.13315 5.18748
H -11.01676 3.64692 5.47037
H -12.36026 5.76474 6.30802
H -13.04639 4.81952 5.00062
H -12.32253 6.39867 4.80963
H -14.20626 1.84665 0.63166
H -13.56095 0.96162 2.09252
H -12.21963 -0.43134 0.57813
H -12.53391 0.62861 -0.70154
H -14.43588 -1.43512 0.53401
H -13.69685 -1.44324 -1.05860
H -14.82893 0.40408 -1.74009
H -15.75937 0.72289 -0.22425
H -15.96525 -0.82839 -1.26106
O -6.90995 2.30370 -0.16917
C -7.22947 1.57226 -1.22442
O -8.29068 1.52218 -1.89773
O -6.56062 0.61630 -1.66670
H -7.68118 2.87492 -0.14667
N -7.80804 5.71516 -0.06660
O -7.22387 6.68852 0.51746
O -8.25789 5.71477 -1.16874
O -7.88728 4.77939 0.67312

Its orbital gap is 4.267 eV. For the molecular weight, the calculation gives 641.9 g mol⁻¹. As for the energy above the lowest of the compared OMol25 structures with the same formula, charge and spin: 67.6 kJ/mol.

---

Please write out number 7 again, unchanged.
A gas-phase ion, C17H15F4 (charge +1). Source: the OMol25 dataset; level of theory: ωB97M-V with the def2-TZVPD basis set.

Positions of all 36 atoms, in Å:
C -2.34251 0.76503 -2.16421
C -0.97868 1.32509 -1.96246
C 0.05309 0.53540 -1.45830
C 1.42682 0.95263 -2.00484
H -3.08962 1.57598 -2.19376
H -2.44522 0.18643 -3.10664
H -2.52730 0.06910 -1.32404
H -0.78136 2.37255 -2.33720
H -0.15085 -0.54481 -1.26857
H 2.17516 0.14919 -2.00208
H 1.30784 1.30859 -3.07535
H 1.74707 1.82018 -1.38941
F -3.51268 -2.38733 1.06015
C -2.91258 -1.17060 1.31163
C -3.69909 -0.07818 1.64295
C -3.05249 1.15290 1.76297
F -3.83892 2.25759 1.98771
C -1.70433 1.30794 1.50082
C -0.94838 0.21852 1.00173
C 0.36991 0.48721 0.35778
C 1.55372 -0.32873 0.74581
C 2.79256 0.33310 0.92998
C 3.97044 -0.37551 0.82956
F 5.17341 0.28224 0.75729
C 3.99013 -1.75930 0.63817
C 2.77202 -2.41996 0.71579
F 2.72035 -3.77452 0.45124
C 1.55548 -1.74633 0.86998
C -1.54750 -1.06071 1.01555
H -4.78065 -0.18171 1.73965
H -1.26948 2.31545 1.53975
H 0.61037 1.53847 0.48952
H 2.84323 1.42475 1.00832
H 4.90490 -2.30569 0.40905
H 0.63364 -2.32020 0.91272
H -1.01853 -1.92475 0.60876

Its orbital gap is 6.525 eV. Its net charge is +1. For the molecular weight, the calculation gives 295.3 g mol⁻¹. As for the energy above the lowest of the compared OMol25 structures with the same formula, charge and spin: 157.7 kJ/mol.